(1)
Here is a molecular structure, C37H27F20GeN2O9PSScTe from the Open Molecules 2025 dataset. Energies are from ωB97M-V/def2-TZVPD.

Each line ends with the Mulliken charge.
Positions of all 100 atoms, in Å:
1 Sc -0.710 0.290 1.978  0.099
2 C 0.387 0.815 6.102  -1.922
3 C 0.536 0.801 4.598  1.361
4 O -0.490 1.054 3.902  -0.574
5 C 1.906 0.580 4.104  1.264
6 C 3.018 0.414 4.994  -1.249
7 C 4.295 0.255 4.502  -0.974
8 C 4.576 0.235 3.127  -0.592
9 C 3.569 0.369 2.221  -0.708
10 C 2.221 0.544 2.666  0.335
11 O 1.351 0.643 1.715  0.311
12 H -0.674 1.000 6.363  0.381
13 H 1.037 1.621 6.523  0.386
14 H 0.708 -0.154 6.532  0.389
15 H 2.871 0.447 6.076  0.383
16 H 5.125 0.146 5.205  0.345
17 H 5.612 0.132 2.786  0.402
18 H 3.709 0.327 1.141  0.359
19 F 1.393 2.052 -2.805  -0.323
20 C 1.797 0.983 -3.540  -0.519
21 C 0.899 -0.053 -3.805  0.129
22 C 1.341 -1.072 -4.662  0.235
23 F 0.512 -2.057 -5.067  -0.307
24 C 2.631 -1.069 -5.196  0.306
25 F 3.014 -2.039 -6.063  -0.318
26 C 3.515 -0.032 -4.884  0.589
27 F 4.766 -0.036 -5.399  -0.316
28 C 3.112 1.005 -4.018  0.155
29 F 3.942 2.027 -3.722  -0.315
30 Ge -0.916 0.088 -2.979  1.935
31 S -0.498 0.715 -0.888  0.336
32 C -2.010 -1.361 -3.775  0.602
33 C -1.752 -2.727 -3.581  -0.114
34 F -0.672 -3.139 -2.918  -0.398
35 C -2.571 -3.732 -4.095  0.127
36 F -2.319 -5.042 -3.843  -0.315
37 C -3.689 -3.381 -4.857  0.445
38 F -4.506 -4.339 -5.346  -0.324
39 C -3.914 -2.028 -5.171  0.077
40 F -4.991 -1.727 -5.947  -0.315
41 C -3.069 -1.042 -4.632  0.195
42 F -3.350 0.244 -4.948  -0.244
43 C -1.489 1.907 -3.599  -0.101
44 C -1.218 2.249 -4.933  0.589
45 F -0.688 1.347 -5.803  -0.395
46 C -1.458 3.534 -5.445  0.148
47 F -1.166 3.869 -6.737  -0.324
48 C -2.029 4.507 -4.614  0.582
49 F -2.249 5.763 -5.062  -0.319
50 C -2.330 4.202 -3.290  0.057
51 F -2.848 5.124 -2.454  -0.311
52 C -2.057 2.919 -2.813  -0.872
53 F -2.378 2.716 -1.517  -0.053
54 C -1.868 4.722 1.575  -0.606
55 O -0.456 4.598 1.338  -0.359
56 P 0.414 3.313 1.782  1.026
57 O 1.845 3.686 1.105  -0.583
58 C 2.149 3.288 -0.231  -0.395
59 O 0.778 3.566 3.331  -0.159
60 C 1.313 4.854 3.651  -0.949
61 H -2.038 5.728 1.963  0.291
62 H -2.239 3.965 2.290  0.254
63 H -2.397 4.584 0.615  0.087
64 H 3.187 3.582 -0.413  0.296
65 H 1.477 3.781 -0.936  0.345
66 H 2.056 2.192 -0.329  -0.028
67 H 0.987 5.095 4.677  0.238
68 H 0.938 5.614 2.946  0.319
69 H 2.413 4.828 3.617  0.247
70 C 2.538 -3.604 2.515  -0.710
71 C 1.230 -4.072 3.171  -1.265
72 C -0.065 -3.785 2.342  2.672
73 C -1.362 -4.207 3.084  -1.347
74 C -2.670 -3.871 2.358  -0.858
75 C 0.036 -4.570 0.985  -0.438
76 O -0.061 -5.801 0.926  -0.700
77 N 0.235 -3.794 -0.161  0.444
78 C 0.480 -2.384 -0.224  -0.481
79 O 0.853 -1.851 -1.269  -0.578
80 N 0.107 -1.734 0.938  0.857
81 C -0.114 -2.265 2.135  0.306
82 O -0.380 -1.518 3.139  -0.757
83 H 3.396 -3.819 3.182  0.468
84 H 2.512 -2.516 2.331  -0.015
85 H 2.688 -4.125 1.548  0.223
86 H 1.102 -3.571 4.155  0.399
87 H 1.263 -5.155 3.344  0.467
88 H -1.354 -3.753 4.086  0.414
89 H -1.333 -5.312 3.220  0.423
90 H -2.781 -2.776 2.173  -0.064
91 H -3.518 -4.217 2.987  0.474
92 H -2.747 -4.424 1.396  0.270
93 H 0.434 -4.292 -1.021  0.305
94 F -3.248 0.344 -2.122  -0.577
95 Te -2.817 -0.054 -0.214  1.489
96 F -4.348 -1.024 -0.226  -0.330
97 F -2.144 -1.705 -1.025  -0.552
98 F -1.908 1.938 1.448  -0.706
99 F -3.978 1.386 0.102  -0.362
100 O -2.409 -0.761 1.590  -0.815

The net charge is -1. The strongest force on any atom comes out at 0.0747 hartree/bohr. As for the LUMO energy: 0.3 eV. The value obtained for the energy above the lowest of the compared OMol25 structures with the same formula, charge and spin is 0.000 eV. The total energy comes out at -8055.67485 hartree.

---

(2)
Here is a molecular structure, C37H27F5N9SSeSr from the Open Molecules 2025 dataset. Energies are from ωB97M-V/def2-TZVPD.

Each line ends with the Mulliken charge.
Positions of all 81 atoms, in Å:
1 Sr -0.093 -0.052 -0.291  1.303
2 S 0.836 -4.633 -1.605  -0.376
3 C 0.011 -4.805 -0.112  -0.240
4 C -0.055 -3.640 0.587  -0.992
5 C 0.565 -2.514 -0.043  -1.365
6 C 1.116 -2.898 -1.227  1.550
7 C 1.911 -2.092 -2.126  0.424
8 C 2.498 -2.616 -3.291  -1.154
9 C 3.282 -1.805 -4.083  -0.497
10 C 3.478 -0.477 -3.715  -0.909
11 C 2.860 -0.035 -2.558  -0.281
12 N 2.102 -0.803 -1.785  0.529
13 H -0.385 -5.777 0.150  0.461
14 H -0.536 -3.587 1.558  0.556
15 H 2.336 -3.654 -3.546  0.363
16 H 3.750 -2.202 -4.976  0.395
17 H 4.091 0.189 -4.306  0.423
18 H 2.983 0.991 -2.221  0.369
19 C 5.093 2.234 2.272  -0.409
20 C 4.524 1.037 1.865  -0.984
21 C 3.312 1.027 1.198  0.139
22 C 2.667 2.228 0.913  -0.288
23 C 3.240 3.434 1.327  -0.343
24 C 4.442 3.433 2.010  -0.619
25 N 1.420 2.174 0.257  0.853
26 N 1.139 3.189 -0.418  -0.619
27 C -0.092 3.247 -1.086  -0.446
28 C -0.440 4.538 -1.521  -0.403
29 C -1.576 4.724 -2.282  -0.521
30 C -2.360 3.619 -2.605  -0.995
31 C -2.018 2.359 -2.132  -0.148
32 C -0.862 2.108 -1.387  0.385
33 H 6.032 2.235 2.812  0.383
34 H 5.026 0.102 2.081  0.402
35 H 2.850 0.098 0.883  0.532
36 H 2.707 4.353 1.128  0.431
37 H 4.872 4.369 2.343  0.353
38 H 0.175 5.379 -1.218  0.410
39 H -1.853 5.715 -2.621  0.339
40 H -3.241 3.755 -3.228  0.385
41 H -2.676 1.524 -2.380  0.262
42 N -3.105 -3.064 -2.531  -0.045
43 C -3.494 -3.613 -1.334  -0.783
44 C -2.922 -2.834 -0.371  -0.551
45 N -2.198 -1.834 -0.947  1.019
46 C -2.316 -1.988 -2.242  -0.366
47 C -1.700 -1.137 -3.236  -0.632
48 N -0.581 -0.477 -3.070  0.883
49 C -0.361 0.209 -4.229  -0.512
50 C -1.363 -0.040 -5.118  -0.976
51 N -2.218 -0.906 -4.479  -0.017
52 H -3.303 -3.442 -3.439  0.204
53 H -4.111 -4.492 -1.282  0.534
54 H -2.993 -2.923 0.699  0.414
55 H 0.503 0.841 -4.344  0.447
56 H -1.547 0.313 -6.117  0.459
57 H -3.088 -1.244 -4.847  0.188
58 F 4.065 -1.215 8.178  -0.330
59 C 3.195 -0.888 7.207  0.505
60 C 3.434 0.205 6.394  -0.008
61 F 4.560 0.918 6.570  -0.329
62 C 2.522 0.560 5.420  0.461
63 F 2.804 1.636 4.678  -0.298
64 C 1.334 -0.148 5.198  -0.492
65 Se 0.042 0.413 3.981  -0.395
66 C 1.158 -1.278 6.008  0.581
67 F 0.078 -2.051 5.847  -0.314
68 C 2.049 -1.635 7.001  0.078
69 F 1.815 -2.701 7.786  -0.319
70 C -5.112 0.200 -1.134  -0.744
71 C -4.555 0.454 0.224  0.273
72 N -3.294 0.469 0.562  0.188
73 C -3.254 0.714 1.916  -0.352
74 C -4.518 0.854 2.400  -0.764
75 N -5.346 0.688 1.311  -0.021
76 H -4.300 -0.089 -1.797  -0.210
77 H -5.591 1.094 -1.539  0.352
78 H -5.853 -0.603 -1.105  0.369
79 H -2.320 0.777 2.455  0.232
80 H -4.900 1.031 3.389  0.443
81 H -6.346 0.750 1.318  0.167

The net charge is -1. The strongest force on any atom comes out at 0.0255 hartree/bohr. As for the LUMO energy: 1.7 eV. The value obtained for the energy above the lowest of the compared OMol25 structures with the same formula, charge and spin is 1.395 eV. The total energy comes out at -5248.65855 hartree.

---

(3)
Here is a molecular structure, C37H27N3O7P2PtTe from the Open Molecules 2025 dataset. Energies are from ωB97M-V/def2-TZVPD.

Each line ends with the Mulliken charge.
Positions of all 78 atoms, in Å:
1 Pt 1.212 -0.529 1.066  1.787
2 O 5.429 -0.682 1.080  -0.830
3 C 4.233 -1.142 1.079  0.270
4 O 3.166 -0.456 1.066  -0.389
5 C 4.074 -2.654 1.098  0.480
6 C 5.223 -3.476 1.120  -0.692
7 C 5.088 -4.860 1.141  -0.346
8 C 3.825 -5.444 1.144  -0.248
9 C 2.698 -4.606 1.121  -0.488
10 C 2.758 -3.194 1.094  0.587
11 O 1.748 -2.415 1.066  -0.733
12 N 1.411 -5.293 1.125  1.109
13 O 0.941 -5.622 2.231  -0.636
14 O 0.992 -5.724 0.034  -0.568
15 N 6.277 -5.715 1.161  0.979
16 O 7.398 -5.183 1.134  -0.629
17 O 6.105 -6.946 1.205  -0.659
18 H 6.199 -2.994 1.120  0.572
19 H 3.693 -6.521 1.161  0.523
20 Te -2.451 2.246 2.187  0.067
21 C -3.652 2.971 0.595  -0.088
22 C -4.386 2.086 -0.200  0.315
23 C -5.164 2.587 -1.246  -0.455
24 N -5.203 3.925 -1.485  -0.702
25 C -4.500 4.805 -0.723  -0.419
26 C -3.711 4.342 0.333  -0.208
27 C -1.177 1.208 0.788  -0.113
28 P 0.582 1.779 1.066  -1.213
29 C 1.411 1.361 -0.538  0.952
30 C 2.638 0.684 -0.476  -0.885
31 C 3.326 0.349 -1.645  -1.043
32 C 2.793 0.687 -2.891  -0.561
33 C 1.572 1.359 -2.966  -0.968
34 C 0.881 1.694 -1.797  0.012
35 C 0.439 3.621 0.906  0.750
36 C 1.178 4.407 1.801  -0.609
37 C 1.112 5.802 1.743  -0.630
38 C 0.301 6.424 0.792  -0.458
39 C -0.446 5.651 -0.099  -1.010
40 C -0.382 4.255 -0.043  -0.028
41 P -1.187 -0.650 1.066  -1.532
42 C -0.645 -1.125 -0.638  0.578
43 C -1.260 -0.591 -1.785  0.213
44 C -0.826 -0.973 -3.058  -0.860
45 C 0.227 -1.881 -3.195  -0.861
46 C 0.847 -2.409 -2.059  -0.221
47 C 0.413 -2.032 -0.785  -2.111
48 C -2.993 -1.138 1.049  0.528
49 C -3.768 -0.862 2.189  -0.033
50 C -5.117 -1.219 2.245  -0.815
51 C -5.713 -1.873 1.168  -0.405
52 C -4.954 -2.182 0.039  -0.814
53 C -3.603 -1.826 -0.021  -0.212
54 H -4.357 1.024 -0.015  0.212
55 H -5.736 1.912 -1.869  0.384
56 H -4.551 5.865 -0.938  0.369
57 H -3.151 5.042 0.940  0.469
58 H 3.065 0.419 0.483  1.141
59 H 4.273 -0.172 -1.586  0.436
60 H 3.325 0.427 -3.797  0.368
61 H 1.155 1.615 -3.931  0.362
62 H -0.063 2.194 -1.895  0.186
63 H 1.809 3.938 2.545  0.369
64 H 1.687 6.400 2.438  0.375
65 H 0.248 7.504 0.749  0.358
66 H -1.083 6.133 -0.830  0.397
67 H -0.990 3.689 -0.727  0.463
68 H -2.074 0.117 -1.691  0.481
69 H -1.303 -0.561 -3.938  0.406
70 H 0.565 -2.173 -4.181  0.302
71 H 1.665 -3.110 -2.166  0.463
72 H 0.900 -2.447 0.089  1.396
73 H -3.326 -0.374 3.046  0.465
74 H -5.700 -0.992 3.129  0.389
75 H -6.758 -2.151 1.212  0.355
76 H -5.413 -2.704 -0.791  0.394
77 H -3.061 -2.108 -0.906  0.355
78 H -0.178 0.481 1.066  0.856

The net charge is -2. The strongest force on any atom comes out at 0.2500 hartree/bohr. As for the LUMO energy (spin up / spin down): 3.7 / 3.7 eV. As for the multiplicity: 3. The total energy comes out at -3186.52119 hartree.